one) DFT (ωB97M-V with the def2-TZVPD basis set) results for the ion C3H4N3 with charge +1.

Summary:
* E_LUMO: -7.18 eV
* SMILES: [H]/N=C/N=[N+]=C=C
* net charge: +1

Positions of all 10 atoms, in Å:
H1 0.100 2.047 0.129
N1 -0.303 1.166 -0.085
C1 -1.513 0.851 -0.002
N2 -1.804 -0.556 -0.111
N3 -0.779 -1.210 -0.025
C2 0.400 -0.745 -0.131
C3 1.695 -0.890 -0.036
H2 -2.362 1.343 0.204
H3 2.337 -0.223 -0.427
H4 2.230 -1.783 0.484


two) DFT (ωB97M-V with the def2-TZVPD basis set) results for the ion C3H4N3 with charge +1.

Summary:
* E_LUMO: -5.27 eV
* net charge: +1

Positions of all 10 atoms, in Å:
C1 -1.643 1.728 0.146
C2 0.740 -0.227 -0.703
C3 -0.202 -1.148 1.445
N1 0.132 -0.850 0.280
N2 -0.833 1.377 -0.644
N3 0.146 0.796 -1.305
H1 1.686 -0.476 -1.192
H2 -0.713 -1.997 1.560
H3 0.028 -0.514 2.418
H4 0.659 1.310 -2.005


Stability summary: most stable two), least stable one).


one) DFT (ωB97M-V with the def2-TZVPD basis set) results for a cluster of 26 separate species, H52O26 in total.

Summary:
* E_LUMO: -0.74 eV
* net charge: 0

Positions of all 78 atoms, in Å:
O1 -4.787 3.282 -0.892
H1 -4.847 4.154 -1.281
H2 -3.895 3.232 -0.550
O2 0.637 2.724 0.446
H3 1.498 3.019 0.151
H4 0.645 1.778 0.304
O3 4.717 0.057 2.925
H5 3.994 -0.213 2.359
H6 5.482 0.065 2.349
O4 -1.436 -1.634 2.010
H7 -1.454 -2.381 1.411
H8 -0.975 -1.959 2.783
O5 -2.508 3.484 -3.167
H9 -1.596 3.364 -3.430
H10 -2.816 2.602 -2.960
O6 -0.060 5.226 1.399
H11 0.216 4.393 1.016
H12 -0.710 5.568 0.786
O7 1.644 0.256 -5.009
H13 1.343 -0.650 -5.077
H14 1.049 0.750 -5.573
O8 0.052 0.039 0.261
H15 -0.285 0.064 -0.635
H16 -0.527 -0.570 0.718
O9 3.253 0.762 -2.454
H17 3.293 0.574 -3.392
H18 3.952 1.399 -2.307
O10 -2.968 -2.841 4.683
H19 -2.725 -3.695 4.324
H20 -2.190 -2.298 4.558
O11 3.056 -2.712 3.192
H21 3.983 -2.829 2.987
H22 2.695 -2.266 2.425
O12 -0.625 0.240 -2.626
H23 -0.427 1.034 -3.123
H24 -1.574 0.142 -2.700
O13 0.190 -1.974 4.179
H25 1.026 -2.422 4.057
H26 0.381 -1.274 4.803
O14 1.906 -1.565 -2.522
H27 0.974 -1.377 -2.630
H28 2.296 -0.721 -2.295
O15 2.743 -0.839 1.014
H29 1.869 -0.723 0.640
H30 3.294 -1.077 0.268
O16 -2.423 0.117 4.120
H31 -1.894 0.015 3.329
H32 -3.271 -0.265 3.893
O17 3.842 -2.253 -4.089
H33 4.536 -1.878 -3.547
H34 3.032 -2.026 -3.633
O18 3.133 -3.499 -1.133
H35 2.796 -2.658 -1.442
H36 2.735 -4.146 -1.716
O19 -2.145 3.072 0.494
H37 -2.501 2.193 0.623
H38 -1.284 2.928 0.102
O20 0.099 2.617 -3.809
H39 0.963 2.207 -3.809
H40 0.143 3.269 -4.509
O21 -3.212 0.505 1.127
H41 -4.100 0.158 1.036
H42 -2.685 -0.251 1.386
O22 0.043 -5.775 2.320
H43 0.541 -6.588 2.240
H44 0.709 -5.091 2.388
O23 -5.157 2.328 1.967
H45 -4.476 2.803 2.444
H46 -4.679 1.678 1.452
O24 -3.610 0.857 -1.955
H47 -3.964 0.070 -2.369
H48 -4.372 1.285 -1.563
O25 -1.104 -4.122 0.371
H49 -0.985 -4.786 1.050
H50 -1.304 -4.622 -0.421
O26 3.261 3.381 -0.027
H51 3.554 3.138 0.851
H52 3.993 3.146 -0.598


two) DFT (ωB97M-V with the def2-TZVPD basis set) results for a cluster of 26 separate species, H52O26 in total.

Summary:
* E_LUMO: -0.48 eV
* net charge: 0

Positions of all 78 atoms, in Å:
O1 -2.507 0.447 1.188
H1 -2.726 0.886 2.009
H2 -3.094 0.840 0.542
O2 -1.223 -2.569 -2.546
H3 -0.849 -1.755 -2.209
H4 -2.104 -2.329 -2.832
O3 4.324 2.546 -0.155
H5 4.823 1.964 0.419
H6 4.224 3.353 0.349
O4 -0.758 1.513 -2.230
H7 -1.218 1.408 -3.063
H8 -1.259 2.180 -1.762
O5 4.436 0.612 -2.824
H9 4.214 -0.312 -2.938
H10 3.603 1.035 -2.614
O6 -2.103 -2.605 1.350
H11 -2.145 -1.990 0.618
H12 -2.452 -3.423 0.997
O7 1.199 -1.429 -4.895
H13 1.482 -1.878 -4.098
H14 2.013 -1.223 -5.356
O8 4.742 -1.282 -0.577
H15 4.643 -1.515 -1.500
H16 4.472 -0.364 -0.531
O9 -3.438 3.132 0.451
H17 -4.051 3.689 0.932
H18 -2.706 3.003 1.054
O10 0.086 -2.394 4.008
H19 0.685 -2.568 3.281
H20 0.356 -1.538 4.341
O11 1.924 1.433 0.652
H21 2.649 1.827 0.167
H22 2.289 1.240 1.516
O12 -2.812 -4.819 0.143
H23 -2.256 -5.571 -0.058
H24 -3.302 -4.660 -0.663
O13 -2.783 0.980 -3.828
H25 -3.568 1.453 -4.105
H26 -2.977 0.694 -2.936
O14 0.213 0.249 4.185
H27 -0.517 0.546 3.643
H28 0.987 0.642 3.782
O15 -4.163 1.857 3.084
H29 -4.909 1.312 2.835
H30 -4.227 1.932 4.037
O16 -0.075 -0.464 -0.133
H31 -0.730 -0.324 0.551
H32 0.509 0.291 -0.063
O17 0.037 3.285 0.084
H33 0.495 2.742 0.725
H34 0.257 2.894 -0.762
O18 1.663 0.278 -1.963
H35 0.763 0.603 -2.004
H36 1.587 -0.591 -1.570
O19 1.733 -3.343 -2.201
H37 0.832 -3.351 -2.524
H38 1.897 -4.245 -1.924
O20 1.909 2.916 -3.012
H39 2.016 2.148 -2.452
H40 1.774 2.557 -3.889
O21 3.258 0.748 3.239
H41 3.487 0.236 4.014
H42 3.952 1.404 3.171
O22 2.645 -2.101 1.607
H43 3.181 -2.062 0.815
H44 2.293 -1.217 1.702
O23 -4.609 1.794 -1.756
H45 -4.273 2.453 -1.148
H46 -5.560 1.888 -1.711
O24 0.646 -4.159 1.004
H47 0.011 -3.467 0.816
H48 1.485 -3.703 1.069
O25 -0.626 5.509 1.657
H49 -0.391 4.907 0.951
H50 -1.015 6.261 1.211
O26 -2.871 -3.294 3.878
H51 -2.334 -2.981 3.150
H52 -3.165 -4.162 3.603


three) DFT (ωB97M-V with the def2-TZVPD basis set) results for a cluster of 26 separate species, H52O26 in total.

Summary:
* E_LUMO: 0.18 eV
* net charge: 0

Positions of all 78 atoms, in Å:
O1 11.825 13.556 8.645
H1 11.427 13.648 7.807
H2 11.228 13.740 9.330
O2 9.875 11.539 13.128
H3 10.339 11.532 12.239
H4 10.234 12.326 13.578
O3 8.242 7.331 11.613
H5 8.967 7.153 10.990
H6 8.162 6.466 12.028
O4 13.960 9.756 8.712
H7 14.017 9.127 7.918
H8 14.288 10.667 8.534
O5 10.182 8.750 12.948
H9 9.917 9.721 13.102
H10 9.504 8.357 12.386
O6 9.388 10.375 7.127
H11 8.775 9.662 7.037
H12 9.956 10.133 7.938
O7 15.293 13.260 4.433
H13 15.873 13.233 5.233
H14 15.815 13.097 3.599
O8 15.162 11.884 11.553
H15 14.693 11.072 11.644
H16 16.103 11.733 11.588
O9 9.808 13.411 6.609
H17 10.217 13.451 5.726
H18 9.554 12.465 6.736
O10 4.744 8.767 12.516
H19 3.859 9.119 12.743
H20 4.750 8.441 11.586
O11 5.622 7.473 10.301
H21 6.531 7.342 10.674
H22 5.600 7.995 9.494
O12 12.069 7.012 12.545
H23 12.490 6.668 13.382
H24 11.484 7.741 12.851
O13 14.773 8.106 5.467
H25 15.411 7.889 4.745
H26 14.558 9.088 5.256
O14 14.022 11.012 4.957
H27 14.397 11.907 4.713
H28 13.051 11.016 5.249
O15 12.664 7.548 6.720
H29 12.334 6.861 7.295
H30 13.496 7.315 6.343
O16 14.556 12.601 8.839
H31 14.539 12.454 9.766
H32 13.723 12.997 8.604
O17 11.215 9.204 8.880
H33 11.119 9.877 9.601
H34 12.201 9.298 8.600
O18 6.883 10.927 12.130
H35 7.581 10.556 12.702
H36 6.085 10.508 12.439
O19 16.753 13.380 6.960
H37 17.036 14.287 7.109
H38 16.191 13.117 7.680
O20 7.422 13.403 11.719
H39 7.482 14.148 12.358
H40 7.369 12.629 12.249
O21 8.497 7.678 6.256
H41 7.746 7.053 5.943
H42 9.161 7.694 5.557
O22 10.667 11.302 10.408
H43 11.528 11.686 10.359
H44 10.058 11.942 10.016
O23 11.347 10.519 4.907
H45 10.665 10.078 5.455
H46 11.329 10.065 4.061
O24 13.320 9.640 11.400
H47 13.282 8.747 11.798
H48 13.633 9.379 10.542
O25 9.155 13.337 9.659
H49 8.938 13.161 8.731
H50 8.394 13.220 10.232
O26 10.426 6.914 10.218
H51 11.083 6.828 10.883
H52 10.815 7.619 9.636


Stability summary: most stable three), least stable two).